Here is a cluster of 3 separate species, C34H50NO12P in total from the OMol25 dataset. Energies are from the ωB97M-V functional and the def2-TZVPD basis.

XYZ file:
```
98
Properties=species:S:1:pos:R:3
C 10.026 -3.285 1.222
C 9.144 -2.458 0.308
O 9.526 -2.124 -0.793
O 7.927 -2.184 0.820
C 7.410 -0.895 0.427
C 6.512 -0.402 1.554
C 6.077 1.063 1.304
C 5.012 1.180 0.200
C 3.610 0.822 0.767
C 2.587 1.914 0.416
C 1.176 1.683 1.007
C 0.717 0.214 1.057
C -0.547 0.086 1.918
C -0.513 0.053 3.308
N 0.722 0.189 3.964
C -1.679 -0.098 4.058
P -1.435 -0.156 5.884
O -1.414 -1.729 6.368
O -2.682 0.631 6.638
C -2.912 -0.213 3.415
C -4.173 -0.420 4.211
C -4.479 -1.941 4.367
O -5.180 -2.390 3.187
C -6.537 -2.344 3.355
O -7.221 -1.362 3.234
C -2.938 -0.170 2.043
C -1.774 -0.028 1.305
C -1.902 -0.037 -0.206
O -1.280 0.708 -0.938
C -2.913 -1.027 -0.722
C -2.706 -1.799 -1.835
O -1.537 -1.722 -2.531
C -1.691 -1.267 -3.901
C -2.611 -0.065 -4.053
C -2.128 0.835 -5.212
O -3.950 -0.443 -4.389
C -3.705 -2.670 -2.218
C -4.879 -2.749 -1.526
C -5.069 -1.974 -0.397
C -4.083 -1.130 0.004
C -4.212 -0.274 1.239
O -5.249 0.299 1.512
H 10.173 -2.810 2.194
H 10.992 -3.462 0.754
H 9.575 -4.268 1.394
H 8.253 -0.212 0.279
H 6.872 -0.943 -0.524
H 5.612 -1.018 1.638
H 7.108 -0.436 2.470
H 6.978 1.605 0.987
H 5.736 1.491 2.250
H 4.965 2.225 -0.122
H 5.245 0.537 -0.650
H 3.270 -0.125 0.334
H 3.619 0.701 1.858
H 2.483 2.052 -0.666
H 2.985 2.845 0.836
H 1.198 2.040 2.047
H 0.465 2.327 0.486
H 1.450 -0.439 1.547
H 0.559 -0.220 0.072
H 0.842 -0.528 4.668
H 1.506 0.120 3.328
H -1.983 -2.304 5.833
H -2.593 1.583 6.522
H -5.041 -0.012 3.695
H -4.159 0.047 5.196
H -5.125 -2.057 5.244
H -3.564 -2.521 4.495
H -7.024 -3.311 3.592
H -2.016 -2.123 -4.503
H -0.680 -1.014 -4.223
H -2.586 0.548 -3.146
H -2.189 0.214 -6.107
H -1.126 1.229 -5.048
H -2.880 1.619 -5.321
H -4.529 -0.141 -3.684
H -3.605 -3.299 -3.095
H -5.674 -3.411 -1.846
H -6.002 -2.067 0.148
C -2.725 4.038 1.501
C -1.708 3.769 2.594
O -0.763 4.835 2.674
H -2.226 4.155 0.539
H -3.447 3.222 1.427
H -3.268 4.966 1.699
H -1.154 2.855 2.384
H -2.199 3.659 3.568
H -1.249 5.641 2.869
C 0.003 1.315 -9.820
C 0.505 0.373 -8.741
O -0.572 -0.106 -7.938
H -0.518 2.162 -9.373
H 0.828 1.690 -10.428
H -0.709 0.808 -10.475
H 1.199 0.887 -8.078
H 1.023 -0.482 -9.187
H -1.183 -0.571 -8.517
```

Multiplicity: 1
Structure (SMILES): CC(=O)OCCCCCCCCc1c(N)c(P(O)O)c(CCOC=O)c2c1C(=O)c1c(OC[C@@H](C)O)cccc1C2=O.CCO.CCO
Energy (a.u.): -2624.5389

Need the Mulliken charges? In units of e they are: -1.0325, 0.7237, -0.5416, -0.2967, -0.5253, -0.2576, -1.0200, -0.5614, -0.0314, -1.3314, -0.0597, -1.7123, 0.1540, 0.1358, -0.5727, 0.9410, -0.1007, -0.3993, -0.4982, -0.3515, -1.4701, -0.6011, -0.2686, 0.0095, -0.4192, 0.6554, 0.7565, -0.2703, -0.6635, 0.5884, 0.3143, -0.5658, -0.8064, 0.8955, -1.4282, -0.5789, -0.4935, -0.9475, -0.9759, 0.7653, -0.1366, -0.5884, 0.2889, 0.3275, 0.2822, 0.3623, 0.2064, 0.2022, 0.2853, 0.5083, 0.3876, 0.4271, 0.2857, 0.2497, 0.1789, 0.3369, 0.3987, 0.4122, 0.2181, 0.4820, 0.7714, 0.3026, 0.0632, 0.3563, 0.3452, 0.5621, 0.7302, 0.2893, 0.2960, 0.4505, 0.3738, 0.4207, 0.0627, 0.2647, 0.3543, 0.3967, 0.3902, 0.3666, 0.4134, 0.5157, -1.0082, 0.3200, -0.5519, 0.2832, 0.1355, 0.4392, -0.1603, 0.2411, 0.3108, -1.0319, -0.2603, -0.4415, 0.2640, 0.3435, 0.3311, 0.2792, 0.2474, 0.2604

***

Here is an isolated molecule of C17H26N2O3S from the OMol25 dataset. Energies are from the ωB97M-V functional and the def2-TZVPD basis.

XYZ file:
```
49
Properties=species:S:1:pos:R:3
C -4.873 -1.784 1.105
C -5.110 -0.687 0.026
C -4.058 0.528 -0.036
C -2.875 -0.095 -0.408
C -2.911 -0.378 -1.807
N -1.990 0.979 -0.147
C -0.821 1.089 0.344
O -0.561 0.126 1.043
C 0.061 2.313 0.391
C 0.680 2.659 -0.935
C 1.718 1.486 -1.155
N 2.789 1.393 -0.091
S 4.254 0.900 -0.148
O 4.661 1.083 -1.647
O 4.999 1.157 1.040
C 3.878 -1.095 -0.006
C 3.427 -1.676 -1.113
C 3.175 -2.839 -1.146
C 3.026 -3.511 0.279
C 3.396 -2.863 1.203
C 3.718 -1.439 1.341
C 2.214 1.583 1.302
C 0.978 2.407 1.638
H -5.668 -2.596 1.138
H -3.908 -2.480 0.748
H -4.712 -1.274 1.904
H -6.323 -0.168 0.242
H -5.233 -1.167 -0.979
H -4.071 0.837 0.964
H -4.540 1.048 -0.836
H -2.488 -0.925 0.237
H -3.296 -1.495 -1.841
H -1.911 -0.647 -1.963
H -3.305 0.203 -2.543
H -2.126 1.981 -0.828
H -0.677 3.218 0.766
H 0.078 2.545 -1.743
H 1.237 3.448 -1.205
H 2.359 1.357 -2.007
H 1.329 0.323 -1.002
H 3.512 -1.302 -2.148
H 2.859 -3.475 -1.972
H 2.742 -4.418 0.006
H 3.370 -3.291 2.433
H 4.149 -0.849 2.098
H 2.944 1.561 1.932
H 1.798 0.452 1.486
H 1.520 3.408 1.605
H 0.587 2.368 2.436
```

Multiplicity: 1
Structure (SMILES): CCC[C@@H](C)NC(=O)C1CCN(S(=O)(=O)c2ccccc2)CC1
Energy (a.u.): -1396.2442

Need the Mulliken charges? In units of e they are: -1.1044, -0.5389, -0.2578, -0.1011, -1.8939, -0.0618, 0.1806, -0.7618, 0.5288, -1.4827, -0.6038, 0.1136, 1.0545, -0.7077, -0.6283, 0.6670, -0.9975, -0.0420, -0.7199, -0.5423, -0.2348, -1.1480, -1.9853, 0.3474, 0.1865, 0.3950, 0.2611, 0.3391, 0.4021, 0.2942, 0.3170, 0.3738, 0.5590, 0.4229, 0.3418, 0.2270, 0.6445, 0.5795, 0.5953, 0.1848, 0.2763, 0.3913, 0.6237, 0.0632, 0.5492, 1.2551, 0.2109, 0.3623, 1.0649

***

Here is a structure of composition C6H28NO9 from the OMol25 dataset. Energies are from the ωB97M-V functional and the def2-TZVPD basis.

XYZ file:
```
44
Properties=species:S:1:pos:R:3
C -1.932 0.170 2.671
C -1.679 -0.753 1.462
C -1.154 -2.149 1.915
C -0.443 -2.893 0.789
C -0.719 -4.182 0.654
N -0.716 -0.152 0.563
C -1.085 0.930 -0.316
O -0.580 2.221 0.093
H -1.014 0.725 2.854
H -2.213 -0.408 3.537
H -2.740 0.868 2.425
H -2.607 -0.910 0.956
H -2.037 -2.731 2.176
H -0.515 -1.992 2.770
H 0.094 -2.227 0.155
H -1.382 -4.705 1.335
H -0.286 -4.828 -0.111
H 0.240 -0.283 0.754
H -0.514 0.832 -1.241
H -2.166 0.955 -0.384
H 0.674 -1.206 -1.584
H -0.806 -1.507 -1.799
O 0.051 -1.556 -2.231
H -2.051 1.557 -3.363
H 0.332 2.245 0.417
O -2.452 0.676 -3.381
H -1.701 0.115 -3.158
H 1.659 2.499 -1.608
O 1.193 3.230 -2.189
H 2.320 0.224 0.356
H 1.607 3.388 -3.038
O 2.085 -0.636 0.824
H 2.314 3.420 1.119
H 2.090 1.959 0.939
O 1.929 2.670 1.583
H 1.906 0.764 -1.491
H 2.896 -0.797 1.325
O 2.203 1.380 -0.814
H -0.724 3.786 -0.902
H 0.316 3.998 -1.999
O -0.379 4.467 -1.508
H 2.814 -2.296 -0.283
H 2.148 -3.625 -0.100
O 3.027 -3.240 -0.171
```

Multiplicity: 1
Total charge: -1
Energy (a.u.): -977.3041

Need the Mulliken charges? In units of e they are: -1.4919, 0.1290, -1.0483, 0.4426, -0.8890, 0.4260, -0.3283, -0.5813, 0.2937, 0.4934, 0.3181, 0.4782, 0.3900, 0.3186, -0.0400, 0.2496, 0.2859, 0.2336, 0.0058, 0.3526, 0.2708, 0.3447, -0.6608, 0.3310, 0.2743, -0.6711, 0.3390, 0.3980, -0.5472, 0.4068, 0.2051, -0.7907, 0.3338, 0.1903, -0.7153, 0.1594, 0.2977, -1.1531, 0.3849, 0.4220, -0.8750, 0.3815, 0.3025, -0.6668

***

Here is a cluster of 6 separate species, C9H30O6 in total from the OMol25 dataset. Energies are from the ωB97M-V functional and the def2-TZVPD basis.

XYZ file:
```
45
Properties=species:S:1:pos:R:3
C -6.988 -10.290 5.306
C -7.882 -9.086 5.589
C -9.363 -9.412 5.651
O -7.485 -8.406 6.791
H -7.509 -10.963 4.615
H -6.840 -10.889 6.202
H -6.098 -9.957 4.775
H -7.810 -8.336 4.799
H -9.932 -8.532 5.971
H -9.704 -10.194 6.342
H -9.818 -9.682 4.695
H -7.975 -8.824 7.508
C -2.560 -8.017 -1.463
C -3.607 -6.998 -1.032
C -4.952 -7.166 -1.734
O -3.823 -7.214 0.386
H -2.943 -9.033 -1.343
H -1.671 -7.972 -0.821
H -2.114 -7.887 -2.453
H -3.187 -6.018 -1.274
H -5.443 -8.080 -1.406
H -4.801 -7.097 -2.807
H -5.567 -6.326 -1.404
H -3.006 -6.889 0.789
C -2.082 -10.181 4.066
C -2.677 -10.067 2.660
C -3.349 -11.386 2.275
O -3.655 -9.015 2.647
H -1.199 -9.585 4.288
H -1.714 -11.211 4.165
H -2.848 -10.130 4.840
H -1.856 -9.792 1.989
H -4.283 -11.481 2.834
H -2.673 -12.217 2.462
H -3.695 -11.401 1.238
H -3.623 -8.621 1.764
O -9.238 -8.630 2.092
H -9.708 -7.824 2.337
H -8.337 -8.329 1.891
O -6.462 -7.945 1.683
H -5.911 -7.837 0.896
H -5.948 -8.533 2.258
O -8.310 -5.582 2.444
H -7.569 -6.143 2.169
H -8.106 -5.336 3.353
```

Multiplicity: 1
Structure (SMILES): CC(C)O.CC(C)O.CC(C)O.O.O.O
Energy (a.u.): -812.3238

Need the Mulliken charges? In units of e they are: -1.0541, 1.0041, -1.5424, -0.5815, 0.3462, 0.3546, 0.0598, -0.1212, 0.4230, 0.3936, 0.3879, 0.3490, -1.2791, 0.5811, -1.4619, -0.6191, 0.2860, 0.3462, 0.3942, 0.2494, 0.3471, 0.4108, 0.3477, 0.2684, -1.3944, 0.6983, -1.2017, -0.4880, 0.3454, 0.3932, 0.3057, 0.2745, 0.1697, 0.4169, 0.3200, 0.2864, -0.6278, 0.3404, 0.3687, -0.6093, 0.2465, 0.2820, -0.6457, 0.3191, 0.3101

***

Here is a structure of composition C18H31N2Yb from the OMol25 dataset. Energies are from the ωB97M-V functional and the def2-TZVPD basis.

XYZ file:
```
52
Properties=species:S:1:pos:R:3
C 1.432 2.208 -1.346
H 2.207 2.522 -0.638
H 1.643 1.407 -2.089
H 0.901 0.878 1.615
C 0.228 3.065 -1.446
H -0.675 2.630 -1.868
H -0.041 3.412 -0.437
C 0.651 4.306 -2.260
H -0.152 5.044 -2.383
H 1.497 4.787 -1.765
H 0.980 3.965 -3.243
C -0.907 -1.876 -0.457
C -1.561 -1.103 -1.450
C -0.588 -0.734 -2.423
C 0.657 -1.286 -2.022
C 0.458 -1.983 -0.807
C 1.487 -2.745 -0.048
C 1.927 -1.192 -2.793
C -0.840 0.014 -3.682
C -3.022 -0.850 -1.532
C -1.569 -2.558 0.686
Yb 0.189 0.987 -0.131
H 2.787 -1.482 -2.175
H 1.919 -1.860 -3.672
H 2.104 -0.172 -3.167
H 2.499 -2.387 -0.287
H 1.340 -2.634 1.038
H 1.459 -3.827 -0.269
H -2.454 -2.004 1.030
H -1.904 -3.578 0.422
H -0.882 -2.655 1.540
H -3.247 0.015 -2.173
H -3.554 -1.720 -1.962
H -3.459 -0.660 -0.538
H -0.059 0.768 -3.873
H -0.859 -0.662 -4.557
H -1.808 0.533 -3.654
C 1.823 -0.560 5.193
C 0.896 -0.189 4.116
C -0.469 0.096 4.034
C -0.803 0.436 2.767
N 0.358 0.192 2.029
N 1.397 -0.138 2.910
C -2.059 0.815 2.096
H 1.988 0.278 5.892
H 1.413 -1.410 5.757
H 2.802 -0.858 4.786
H -1.155 0.101 4.891
H 2.339 -0.109 2.570
H -2.835 0.034 2.245
H -2.468 1.751 2.536
H -2.009 0.987 0.993
```

Multiplicity: 2
Total charge: +2
Energy (a.u.): -1971.8841
<S²>: 0.7639

Need the Mulliken charges? In units of e they are: -0.7598, 0.5881, 0.0564, 0.0341, -0.1728, 0.3136, 0.2577, -1.3443, 0.3863, 0.3503, 0.3398, 0.9319, 0.2498, 0.6890, 0.4410, 0.3562, -1.6024, -1.3872, -1.4127, -1.5596, -1.4305, 0.2437, 0.3519, 0.3468, 0.3094, 0.3875, 0.2792, 0.3189, 0.3261, 0.3875, 0.2672, 0.4207, 0.3400, 0.3028, 0.2953, 0.3532, 0.3541, -1.0760, 0.8712, -1.1867, 0.7154, 0.8835, -0.5214, -1.1004, 0.3229, 0.3455, 0.3243, 0.5019, 0.2645, 0.3013, 0.4374, 0.3074

***

Here is a cluster of 2 separate species, C4H5FI2 in total from the OMol25 dataset. Energies are from the ωB97M-V functional and the def2-TZVPD basis.

XYZ file:
```
12
Properties=species:S:1:pos:R:3
C -0.671 0.510 0.049
C -2.554 -0.619 0.726
C 1.854 0.111 -0.672
C 0.661 -0.058 0.357
F -3.489 0.330 0.568
I -1.000 2.432 0.637
I -2.748 -2.220 -0.529
H 2.798 -0.217 -0.255
H 2.041 1.051 -1.100
H 1.735 -0.510 -1.528
H 0.280 -1.074 0.453
H 1.092 0.264 1.295
```

Multiplicity: 1
Energy (a.u.): -850.4275

Need the Mulliken charges? In units of e they are: -0.3510, 0.0168, -1.0796, -0.2334, -0.1125, 0.1042, 0.0870, 0.3363, 0.3476, 0.3428, 0.1680, 0.3739

***

Respective ΔE to the lowest compared entry with this formula, charge and spin values: 0.0; 386.9; 49.6; 11.2; 119.7; 112.6 kcal per mole.